Record 1
Computed, not measured: one molecule with the formula C5H8N2 in a non-equilibrium geometry, with ωB97M-V with the def2-TZVPD basis set.

The geometry in XYZ format:
```
15
C5H8N2, DFT ωB97M-V with the def2-TZVPD basis set
C -0.66437 -1.04533 -0.70312
C -1.46106 -0.88821 0.58813
C 0.79036 0.62278 0.54387
C 1.72841 0.60605 -0.82623
C 0.39964 0.03006 -0.78655
H -1.30613 -0.98967 -1.61107
H -0.28567 -2.29312 -0.78371
H -2.22363 -1.62519 1.11834
H -0.26435 1.84972 2.09849
H 1.08147 -0.07140 1.14689
H 1.54496 1.67713 -1.20727
H 2.66971 0.11136 -0.59776
H -0.06700 0.74434 -1.55810
N -1.50874 0.14514 1.40313
N -0.43359 1.12635 1.17497
```

Results
* 2S+1: 1
* SMILES string: C1=NN[C@@H]2C[C@H]2C1
* net charge: 0
* HOMO: -8.1767 eV
* energy: -304.576629 Ha
* energy relative to the best compared isomer or geometry (same formula, charge and spin): 7.0441 eV

Mulliken atomic charge list, values in e, 6 entries:
1 C -0.498
2 C -0.098
3 C -0.516
4 C -0.566
5 C 0.231
6 H 0.297

Record 2
Computed, not measured: C5H8OS as an isolated structure in a non-equilibrium geometry, with ωB97M-V with the def2-TZVPD basis set.

The geometry in XYZ format:
```
15
C5H8OS, DFT ωB97M-V with the def2-TZVPD basis set
C 1.02890 -0.38193 -0.01573
C 0.91088 1.11938 0.57316
C -0.49450 1.45425 0.32716
C -1.14938 0.37405 0.16028
C -0.39217 -0.88551 0.31238
H 0.92138 -1.11271 -1.69883
H 1.95960 -0.85989 0.46999
H 1.29595 1.37132 1.51339
H 1.58689 1.72771 -0.13385
H -0.86730 2.52231 0.61810
H -2.22547 -0.04269 0.03663
H -0.41636 -1.37951 1.35458
H -2.18932 -1.42268 -1.49427
O 1.03564 -0.17426 -1.38336
S -1.00474 -2.30984 -0.63964
```

Results
* 2S+1: 1
* net charge: 0
* HOMO: -9.1650 eV
* energy: -668.620991 Ha
* energy relative to the best compared isomer or geometry (same formula, charge and spin): 3.1987 eV

Mulliken atomic charge list, values in e, 6 entries:
1 C -0.163
2 C -0.766
3 C -0.464
4 C -0.326
5 C 0.167
6 H 0.339

Record 3
Computed, not measured: one molecule with the formula C36H30N2O4, with ωB97M-V with the def2-TZVPD basis set.

The geometry in XYZ format:
```
72
C36H30N2O4, DFT ωB97M-V with the def2-TZVPD basis set
C 5.29034 4.24145 1.86638
C 3.98544 3.81523 1.26669
C 2.94337 4.71921 1.10571
C 1.73228 4.32436 0.56753
C 1.55498 3.00282 0.18896
C 2.58109 2.08171 0.34931
C 3.78677 2.49453 0.88043
H 4.58196 1.77424 1.00438
H 2.43920 1.05281 0.05902
N 0.30942 2.57040 -0.34312
C -0.90844 2.79100 0.28603
O -1.10159 3.55084 1.19431
C -1.88495 1.80854 -0.33141
C -1.29574 1.56468 -1.71980
C 0.19417 1.77508 -1.46820
O 1.10532 1.35660 -2.12987
H -1.60774 2.37225 -2.39139
C -1.58859 0.21532 -2.39120
C -2.34986 -0.76369 -1.53697
C -2.40795 -0.62949 -0.21610
C -1.73456 0.51350 0.48647
C -2.28055 0.59181 1.92684
C -3.77408 0.47135 1.90087
C -4.23053 -0.62895 1.31828
C -3.16407 -1.51625 0.74333
H -3.55055 -2.40837 0.25341
C -2.18302 -1.90664 1.87839
C -0.90339 -2.45116 1.26451
O -0.79794 -3.38979 0.52322
N 0.14819 -1.66536 1.70832
C -0.23652 -0.67174 2.59908
O 0.51254 0.07847 3.16260
C -1.74981 -0.67020 2.65763
H -2.09047 -0.65626 3.69416
C 1.45507 -1.69599 1.15010
C 1.59570 -1.71301 -0.23255
C 2.85579 -1.63701 -0.79044
C 3.98805 -1.53305 0.01220
C 3.82797 -1.52978 1.39106
C 2.57190 -1.61221 1.96601
H 2.45788 -1.59328 3.03770
H 4.69548 -1.45552 2.03054
C 5.34267 -1.41690 -0.61563
H 5.38109 -0.54345 -1.26540
H 5.55363 -2.29382 -1.22624
H 6.11820 -1.32575 0.14054
H 2.96199 -1.63417 -1.86486
H 0.72055 -1.78098 -0.86038
H -2.64308 -2.67085 2.50838
H -5.27135 -0.88408 1.21357
H -4.39106 1.22919 2.35214
H -1.93271 1.49530 2.42883
H -0.65394 0.32425 0.53419
C -3.01053 -1.86342 -2.26714
C -4.39091 -2.02630 -2.19836
C -5.01198 -3.04885 -2.89196
C -4.26157 -3.92232 -3.66070
C -2.88812 -3.76466 -3.73710
C -2.26571 -2.73868 -3.05017
H -1.19319 -2.62829 -3.10456
H -2.29856 -4.44468 -4.33396
H -4.74628 -4.72292 -4.19948
H -6.08457 -3.16390 -2.83279
H -4.97574 -1.33534 -1.60807
H -2.15676 0.37006 -3.31139
H -0.62983 -0.22457 -2.68723
H -2.91501 2.16367 -0.32037
H 0.92685 5.03188 0.45080
H 3.07866 5.74881 1.40337
H 5.40875 5.32086 1.81681
H 5.33174 3.94184 2.91376
H 6.12420 3.76962 1.35099
```

Results
* 2S+1: 1
* SMILES string: Cc1ccc(N2C(=O)[C@H]3[C@@H]4C=C[C@@H](C5=C(c6ccccc6)C[C@@H]6C(=O)N(c7ccc(C)cc7)C(=O)[C@@H]6[C@H]54)[C@H]3C2=O)cc1
* net charge: 0
* HOMO: -8.7865 eV
* energy: -1800.422584 Ha

Mulliken atomic charge list, values in e, 6 entries:
1 C -1.458
2 C 0.911
3 C -0.902
4 C -0.509
5 C -0.127
6 C 0.520

Record 4
Computed, not measured: BF5H30NiO15 as an isolated structure in a non-equilibrium geometry, with ωB97M-V with the def2-TZVPD basis set.

The geometry in XYZ format:
```
52
BF5H30NiO15, DFT ωB97M-V with the def2-TZVPD basis set
Ni 7.26935 -10.29362 8.87353
B 8.70969 -10.21399 11.74539
F 7.71539 -10.07704 10.81020
F 9.98144 -10.05132 11.16061
F 8.62373 -9.29908 12.72651
F 8.67726 -11.47514 12.27303
F 7.98704 -8.54281 8.70378
O 6.89380 -10.66952 14.86016
H 6.88837 -10.38209 15.77889
H 7.41823 -10.09122 14.42089
O 8.78106 -13.08986 14.53359
H 8.51481 -12.44455 13.90178
H 8.11852 -13.10929 15.26666
O 10.85368 -7.66409 12.29360
H 10.13852 -8.17487 11.99770
H 10.56008 -6.74620 12.28832
O 12.95060 -9.04695 11.48921
H 12.31578 -8.42105 11.83128
H 12.72931 -9.85100 11.87782
O 11.64570 -9.30955 14.21742
H 11.98728 -8.81491 14.93247
H 11.29952 -8.61772 13.64490
O 5.06859 -10.71220 12.06802
H 4.70104 -10.77438 12.89493
H 4.51684 -10.13957 11.59991
O 6.49191 -12.14569 9.31268
H 6.41002 -12.67266 10.11870
H 6.66328 -12.82793 8.65348
O 8.48021 -6.96469 10.64261
H 8.10833 -6.12082 10.37351
H 8.29660 -7.54768 9.90200
O 6.01748 -7.93796 11.99132
H 6.92036 -7.62323 11.77159
H 6.11612 -8.88824 11.93695
O 9.04784 -11.16596 8.33462
H 9.32896 -12.05915 8.65312
H 9.90215 -10.75030 8.36112
O 5.42847 -9.40026 9.19738
H 4.70058 -9.84774 8.81836
H 5.06190 -8.54103 9.37838
O 11.67250 -11.80828 12.03679
H 11.94619 -12.00099 11.14126
H 10.92212 -11.28937 11.98779
O 11.51092 -9.73160 8.88515
H 11.21394 -8.99640 9.36947
H 12.08555 -10.19837 9.49190
O 8.75999 -8.44299 15.24348
H 8.98710 -8.68061 14.35849
H 9.26006 -7.61134 15.40461
O 9.81858 -13.82127 11.31691
H 10.62978 -14.10622 11.80334
H 9.45051 -13.09663 11.77402
```

Results
* 2S+1: 3
* net charge: 0
* HOMO (alpha / beta): -9.8975 / -9.8975 eV
* energy: -3179.338910 Ha
* energy relative to the best compared isomer or geometry (same formula, charge and spin): 0.0000 eV

Mulliken atomic charge list, values in e, 6 entries:
1 Ni 0.446
2 B -0.637
3 F 2.022
4 F -0.477
5 F 0.016
6 F -0.138